Computed, not measured: 6 unconnected molecules or ions with the total composition C50H98ClN2O6S in a non-equilibrium geometry, with the ωB97M-V functional and the def2-TZVPD basis.

Computed properties:
Frontier orbital gap   4.93 eV
LUMO   -4.10 eV
Largest force on an atom   10.20 eV/Å
Total charge   +1

Cartesian coordinates (Å):
C  9.290356  1.836912  2.765850
C  7.949159  2.023061  3.218805
C  6.317579  2.060141  3.584079
C  5.531343  1.292683  2.334600
C  5.103401  2.363653  1.124205
C  3.636083  1.935930  0.523905
N  3.570370  1.032208  -0.544643
C  4.685941  0.307047  -1.264080
C  4.322695  -0.205524  -2.778701
C  2.139828  0.802014  -0.972838
Cl  1.443866  1.668067  -2.456101
C  1.368914  0.995591  0.498820
S  1.905827  -0.611178  1.361636
C  2.103046  2.412351  0.995726
C  1.456714  3.748237  0.290910
C  -0.150201  3.656719  -0.024074
C  -1.095366  3.707696  1.329298
C  -2.150796  2.445628  1.340850
C  -1.879085  1.326920  2.506573
C  -2.073343  -0.224178  1.917676
C  -2.674045  -1.235446  3.060451
C  -4.177359  -0.862231  3.597091
C  -5.386600  -1.204237  2.513430
C  -5.411986  -0.145018  1.257777
C  -6.894171  0.482240  0.923232
C  -7.452655  1.512898  2.115959
N  -6.792296  2.884960  2.063900
C  -5.879713  3.478516  1.012933
C  -5.465733  4.975617  1.579727
C  -6.211048  5.267348  3.018546
C  -7.042921  3.846237  3.216137
C  2.079589  2.379775  2.631837
C  2.838397  3.880928  3.224286
C  1.892175  4.727182  4.408935
O  3.261514  3.874462  4.729032
H  10.262271  1.298373  2.335009
H  6.087376  1.540122  4.619776
H  5.933380  3.188600  3.648470
H  6.334259  0.548832  1.859823
H  4.638230  0.624849  2.689801
H  5.158795  3.480848  1.520029
H  5.988138  2.277433  0.330389
H  4.907983  -0.676532  -0.625029
H  5.701794  0.884391  -1.320573
H  5.249009  -0.826908  -3.173517
H  4.268772  0.760019  -3.464944
H  3.357340  -0.881124  -2.850229
H  2.051027  -0.357388  -1.153256
H  0.200490  0.943111  0.520566
H  1.658087  -0.546713  2.743079
H  2.006008  3.874425  -0.762104
H  1.638681  4.751002  0.865494
H  -0.408895  4.612499  -0.689179
H  -0.482549  2.730612  -0.657065
H  -1.754719  4.696258  1.217184
H  -0.492363  3.848468  2.329396
H  -2.244270  1.884097  0.304385
H  -3.213625  2.906618  1.559414
H  -2.651064  1.560069  3.386231
H  -0.816383  1.356053  2.993509
H  -2.646005  -0.244643  0.892957
H  -0.967115  -0.592968  1.681202
H  -2.757714  -2.311830  2.557825
H  -1.924468  -1.390629  3.976480
H  -4.295096  0.252093  3.980087
H  -4.364338  -1.539211  4.560892
H  -5.223469  -2.336721  2.174706
H  -6.416294  -1.172253  3.074350
H  -4.971163  -0.727384  0.317023
H  -4.660828  0.731329  1.497997
H  -7.652750  -0.418543  0.863943
H  -6.813425  1.017232  -0.126423
H  -8.620101  1.561760  2.163959
H  -7.099037  1.003017  3.135753
H  -5.528982  2.917869  0.032475
H  -4.725356  5.711008  1.026200
H  -6.167250  6.195259  3.738322
H  -7.713230  3.717830  4.170081
H  2.704137  1.526348  3.130263
H  1.027068  2.506072  3.125554
H  3.485138  4.568686  2.398128
H  2.082799  5.899353  4.345703
H  0.918105  4.231676  4.831367
C  8.328491  -0.963181  -6.785474
C  7.128069  -1.728220  -6.251296
O  6.057450  -0.884878  -5.833240
C  5.489817  -0.038883  -6.830838
C  4.904383  -0.800524  -8.007658
H  8.705440  -0.264985  -6.028446
H  9.131805  -1.655469  -7.058021
H  8.077607  -0.378515  -7.672501
H  7.439892  -2.298928  -5.371054
H  6.770053  -2.459843  -6.981331
H  6.227720  0.698252  -7.164302
H  4.688053  0.526283  -6.342468
H  5.663051  -1.379902  -8.538848
H  4.449698  -0.106930  -8.721818
H  4.136948  -1.503262  -7.664817
C  -9.217687  0.043853  7.290937
C  -8.329910  0.511956  6.148844
O  -7.901531  1.865233  6.280581
C  -7.134655  2.177583  7.441382
C  -5.843532  1.383800  7.544557
H  -10.102330  0.686317  7.376421
H  -9.545423  -0.987075  7.121721
H  -8.697999  0.074761  8.250397
H  -8.898959  0.452485  5.215885
H  -7.466189  -0.147618  6.024968
H  -7.746631  2.056279  8.341292
H  -6.889115  3.243535  7.376590
H  -6.027937  0.309595  7.618698
H  -5.278145  1.689941  8.430250
H  -5.221480  1.548328  6.657811
C  3.448457  -4.446637  -13.042890
C  3.875428  -3.420231  -12.005668
O  2.819046  -3.016953  -11.137542
C  2.215305  -4.043739  -10.353752
C  3.190080  -4.747601  -9.425244
H  2.623080  -4.056526  -13.650530
H  4.286428  -4.693536  -13.702969
H  3.103903  -5.373855  -12.581215
H  4.216398  -2.518953  -12.524517
H  4.727638  -3.780302  -11.422156
H  1.700049  -4.759564  -11.002731
H  1.439099  -3.560647  -9.749709
H  3.986090  -5.254816  -9.975262
H  2.667867  -5.496793  -8.822052
H  3.666186  -4.025979  -8.752249
C  12.044802  -3.632934  -3.171811
C  11.300677  -3.712749  -4.495273
O  11.633110  -2.660668  -5.397955
C  12.999869  -2.573689  -5.794844
C  13.505121  -3.820766  -6.500007
H  11.849548  -2.672379  -2.680007
H  11.726501  -4.441478  -2.505629
H  13.124876  -3.717466  -3.305556
H  10.227163  -3.630176  -4.299016
H  11.451948  -4.684155  -4.974738
H  13.627576  -2.324907  -4.932777
H  13.072017  -1.724998  -6.484235
H  13.462415  -4.701609  -5.855252
H  14.544242  -3.685043  -6.815670
H  12.895190  -4.033428  -7.384934
C  -13.116957  -2.664154  5.642917
C  -12.546435  -2.926393  7.027611
O  -12.108522  -1.744938  7.694406
C  -13.098453  -0.746403  7.931223
C  -14.253840  -1.232188  8.789610
H  -12.375442  -2.158614  5.012644
H  -13.403927  -3.605904  5.163737
H  -14.002176  -2.026537  5.680679
H  -11.669648  -3.573812  6.928308
H  -13.261167  -3.470061  7.652097
H  -13.456457  -0.337645  6.980529
H  -12.594728  0.076467  8.450731
H  -14.799169  -2.052069  8.316503
H  -14.962020  -0.417709  8.971108
H  -13.886003  -1.598024  9.754595

Cartesian forces (eV/Å) of the 6 atoms listed first:
-9.8 0.1 2.8
8.3 -1.9 -3.2
0.7 0.5 -0.7
1.1 -0.5 -0.2
0.4 -0.4 0.1
0.8 -0.7 -2.6

---

Computed, not measured: 9 unconnected molecules or ions with the total composition C51H115N7O19 in a non-equilibrium geometry, with the ωB97M-V functional and the def2-TZVPD basis.

Computed properties:
Frontier orbital gap   8.44 eV
LUMO   0.28 eV
SMILES   Oc1ccc(O)cc1.COCCNCCOC.COCCNCCOC.COCCNCCOC.COCCNCCOC.COCCNCCOC.COCCNCCOC.COCCNCCOC.O=C1OCCO1
Largest force on an atom   2.77 eV/Å

Cartesian coordinates (Å):
O  -2.950932  2.054419  -2.576796
C  -3.123798  3.157872  -3.411274
C  -3.156245  4.407966  -2.841822
C  -3.538745  5.498311  -3.619635
C  -3.891854  5.326036  -4.948214
O  -4.276419  6.392911  -5.699955
C  -3.831844  4.041094  -5.504610
C  -3.336198  2.972758  -4.775771
H  -2.844801  1.339591  -3.217238
H  -2.894491  4.459885  -1.793259
H  -3.825723  6.450509  -3.187750
H  -4.679519  6.123468  -6.528540
H  -3.965229  3.892049  -6.571757
H  -3.195183  1.990106  -5.211785
C  4.253312  5.651340  8.091551
O  3.430910  5.540679  6.932410
C  3.550787  4.340937  6.182481
C  2.196183  3.856924  5.747931
N  1.160285  3.803562  6.766380
C  1.633064  3.248928  8.028905
C  0.490871  2.696319  8.883185
O  0.265370  1.413714  8.357877
C  -1.030413  0.945657  8.638636
H  4.334510  4.651142  8.522440
H  3.856999  6.401777  8.767956
H  5.250357  5.969584  7.761917
H  4.159808  3.531357  6.613213
H  4.181483  4.637985  5.334163
H  2.328739  2.950265  5.137594
H  1.918808  4.588376  4.974023
H  0.403047  3.221846  6.431472
H  2.247610  3.943888  8.603988
H  2.330703  2.411160  7.874643
H  -0.380288  3.361967  8.909915
H  0.830795  2.801366  9.926323
H  -1.431677  0.271125  7.872801
H  -1.768969  1.752775  8.562101
H  -1.165299  0.393491  9.572782
C  3.419890  2.662652  2.481476
O  2.603601  1.512143  2.546000
C  1.452781  1.707230  1.707004
C  0.676714  0.343983  1.565020
N  1.289580  -0.424511  0.503317
C  0.891870  0.104111  -0.801198
C  0.956152  -0.881298  -1.951347
O  0.163194  -0.297769  -2.969717
C  -0.565436  -1.200015  -3.755308
H  2.850253  3.559371  2.755643
H  3.722887  2.920607  1.450172
H  4.395870  2.625499  2.961693
H  1.895805  2.092049  0.787184
H  0.754503  2.439718  2.134470
H  -0.378929  0.527593  1.375155
H  0.733655  -0.159777  2.530633
H  2.295656  -0.442506  0.599689
H  1.443536  1.030669  -1.010557
H  -0.158401  0.391020  -0.750825
H  0.421531  -1.772260  -1.587381
H  1.931488  -1.237981  -2.293461
H  -0.980918  -1.970164  -3.096285
H  -0.086188  -1.624212  -4.637819
H  -1.484612  -0.728768  -4.118114
C  2.359649  7.287070  2.520186
O  1.978370  6.717818  1.281794
C  3.027904  6.116138  0.563989
C  2.431730  5.481809  -0.685330
N  1.578860  4.367581  -0.363103
C  0.697241  3.990184  -1.459011
C  1.457897  3.445621  -2.672837
O  1.996522  4.366429  -3.594902
C  1.022969  4.853204  -4.489228
H  2.618357  8.341120  2.373138
H  3.274334  6.824128  2.908911
H  1.542657  7.164291  3.225390
H  3.403676  5.265253  1.155683
H  3.877397  6.771335  0.351940
H  3.237066  5.123401  -1.340070
H  1.989248  6.280331  -1.301273
H  1.238860  4.315064  0.581032
H  0.097695  4.853229  -1.787684
H  -0.057555  3.257717  -1.169044
H  0.629318  2.956549  -3.215672
H  2.131102  2.636682  -2.390786
H  1.379141  5.593672  -5.202831
H  0.214591  5.334486  -3.927113
H  0.597852  4.029134  -5.076476
C  6.357277  1.310011  -3.472982
O  5.767889  0.437335  -2.483455
C  5.628361  1.088574  -1.226974
C  5.034452  0.081014  -0.271136
N  5.990172  -1.020735  -0.078044
C  5.418408  -2.154684  0.667986
C  5.431141  -1.822169  2.164828
O  5.386911  -3.047330  2.880937
C  4.415222  -3.215722  3.861039
H  7.425932  1.109015  -3.358459
H  6.205031  2.362494  -3.226224
H  5.934799  1.068740  -4.441175
H  4.926407  1.915340  -1.373230
H  6.598809  1.371168  -0.805471
H  4.027332  -0.232526  -0.579834
H  4.912810  0.543387  0.714955
H  6.169692  -1.374253  -1.014651
H  6.121378  -2.977123  0.511902
H  4.468795  -2.512873  0.251050
H  4.533358  -1.272751  2.473858
H  6.352270  -1.267294  2.345450
H  4.485881  -4.259775  4.166615
H  3.385559  -3.137871  3.470692
H  4.442263  -2.490684  4.683553
C  -3.400749  -1.880848  -8.219489
O  -2.728386  -1.002770  -9.102027
C  -2.587515  0.329095  -8.667880
C  -1.464202  0.493138  -7.673975
N  -0.128164  0.555177  -8.317806
C  0.420389  -0.804179  -8.530718
C  1.145677  -1.353027  -7.293428
O  2.016935  -0.375087  -6.763804
C  2.649238  -0.732684  -5.557454
H  -4.372194  -1.447733  -7.968488
H  -2.824526  -2.004290  -7.293384
H  -3.409334  -2.863145  -8.681303
H  -3.537662  0.750424  -8.309423
H  -2.404167  0.966696  -9.534696
H  -1.439632  -0.247670  -6.865864
H  -1.531914  1.466196  -7.174823
H  0.528619  0.857907  -7.598217
H  1.212732  -0.773573  -9.286111
H  -0.353994  -1.516360  -8.806737
H  1.522735  -2.375068  -7.396754
H  0.374971  -1.460553  -6.504447
H  2.799352  -1.813030  -5.502131
H  2.053312  -0.445220  -4.677947
H  3.559224  -0.141135  -5.475274
C  -11.755025  -4.472687  -1.602200
O  -10.467383  -4.116900  -2.047719
C  -9.929884  -4.838473  -3.138536
C  -9.102928  -3.915394  -4.012945
N  -7.679888  -3.903927  -3.627991
C  -7.417089  -2.964516  -2.543139
C  -5.908261  -2.699667  -2.400763
O  -5.751250  -1.654998  -1.469820
C  -4.462863  -1.040552  -1.633673
H  -11.904649  -3.922935  -0.671614
H  -11.886603  -5.518076  -1.300549
H  -12.489219  -4.167994  -2.351138
H  -10.654410  -5.350337  -3.789565
H  -9.364772  -5.675405  -2.712135
H  -9.487474  -2.893092  -4.089479
H  -9.125855  -4.334544  -5.023330
H  -7.152052  -3.588128  -4.433044
H  -7.798152  -3.198458  -1.551844
H  -7.815335  -1.977329  -2.825318
H  -5.479245  -2.447974  -3.379704
H  -5.439566  -3.645181  -2.095421
H  -3.696022  -1.702198  -2.045318
H  -4.086311  -0.604474  -0.714023
H  -4.675013  -0.298094  -2.409131
C  1.512020  -7.144073  10.328161
O  1.464439  -7.721248  9.016072
C  0.983965  -6.836424  8.025357
C  2.100079  -5.939520  7.492233
N  1.854851  -5.255808  6.255128
C  0.897119  -4.172261  6.346191
C  0.944747  -3.202220  5.169263
O  -0.074313  -2.232086  5.218680
C  0.413419  -0.931337  5.452472
H  1.979182  -6.163440  10.235468
H  2.092164  -7.766988  11.003117
H  0.475035  -7.129495  10.674913
H  0.043268  -6.393484  8.373910
H  0.696442  -7.495502  7.201224
H  2.911566  -6.658128  7.335259
H  2.528372  -5.294567  8.280881
H  2.695972  -5.146224  5.718240
H  1.156204  -3.688239  7.307971
H  -0.148585  -4.463502  6.486733
H  0.728888  -3.856902  4.317987
H  1.930311  -2.736240  5.120692
H  -0.452383  -0.275809  5.530171
H  1.106720  -0.612805  4.665647
H  0.964746  -0.840693  6.398089
O  -2.176987  -3.521974  -5.175442
C  -1.956803  -4.198237  -4.211635
O  -1.126009  -5.249428  -4.205895
C  -1.324370  -5.970400  -2.993538
C  -2.029262  -4.927951  -2.083002
O  -2.461723  -3.937556  -2.997699
H  -1.833458  -6.929359  -3.037595
H  -0.340102  -6.101965  -2.543638
H  -1.287122  -4.575053  -1.363289
H  -2.765367  -5.426079  -1.451219

Cartesian forces (eV/Å) of the 6 atoms listed first:
0.4 0.5 -1.0
0.1 -0.8 0.3
-0.1 0.1 -0.1
-0.9 0.3 0.1
0.0 -1.3 -0.4
-0.1 0.7 0.3